# 1
The following is a DFT calculation (ωB97M-V/def2-TZVPD) of a molecular structure, C58H44BrF4HfIN6P2Te in a non-equilibrium geometry.

XYZ file:
```
118
Properties=species:S:1:pos:R:3:forces:R:3
Hf 0.91186 0.54229 0.04924 0.02 -0.32 0.27
C 1.24568 1.02292 3.40428 0.03 -0.20 -0.17
P -0.25702 0.11299 2.82260 -0.13 0.59 0.55
C -1.70911 1.11199 3.34408 -0.04 -0.02 -0.19
C -2.03709 2.22608 2.56791 -0.03 -0.07 0.11
C -3.15261 2.99646 2.85868 0.03 0.00 -0.02
C -3.97114 2.65014 3.92546 -0.04 0.01 -0.02
C -3.66222 1.53997 4.69610 0.02 -0.05 0.04
C -2.54228 0.76944 4.40779 0.03 0.02 0.00
C -0.36904 -1.30901 3.96476 0.07 -0.17 -0.25
C -0.97304 -2.49040 3.53930 -0.04 0.03 0.07
C -1.15092 -3.55013 4.41837 0.00 0.00 0.00
C -0.72006 -3.44111 5.73125 0.02 0.01 0.00
C -0.11860 -2.26628 6.16520 -0.02 -0.02 0.04
C 0.05396 -1.20612 5.28949 0.06 0.01 -0.01
C 2.39281 0.26848 2.81028 -0.04 -0.22 0.04
C 3.48052 -0.32505 3.38626 0.07 0.04 0.02
C 4.13903 -1.07943 2.36777 0.03 0.05 0.03
C 3.42051 -0.91974 1.21728 0.06 0.01 -0.02
C 3.56894 -1.57950 -0.12150 -0.16 0.08 0.06
P 1.84440 -2.09498 -0.60541 0.73 -0.30 -0.11
C 1.78711 -3.61867 0.39623 -0.23 0.16 0.11
C 2.03441 -4.87506 -0.14879 -0.10 -0.05 -0.06
C 2.13811 -5.98026 0.68317 0.00 -0.06 0.00
C 2.00554 -5.83925 2.05845 0.00 0.03 0.02
C 1.75639 -4.58828 2.60528 -0.02 0.03 -0.04
C 1.64025 -3.48258 1.77458 0.04 -0.05 0.04
C 1.92204 -2.69211 -2.31396 -0.22 0.10 -0.02
C 0.70330 -2.87752 -2.97156 0.00 -0.01 0.03
C 0.67142 -3.28887 -4.29446 -0.03 0.03 0.00
C 1.86302 -3.50799 -4.97353 0.03 0.00 0.00
C 3.07811 -3.33767 -4.32295 0.00 0.00 -0.03
C 3.11059 -2.93396 -2.99574 0.03 -0.02 0.06
N 2.33082 -0.09277 1.47184 0.08 -0.21 0.09
H 1.32342 1.07067 4.48668 -0.02 0.06 0.03
H 1.16655 2.04575 3.03024 0.03 0.00 0.03
H -1.40368 2.48078 1.73101 0.00 0.03 -0.11
H -3.39014 3.86011 2.24643 0.03 -0.06 0.01
H -4.85772 3.23384 4.14445 0.07 -0.01 0.01
H -4.29919 1.26151 5.52701 0.01 0.01 -0.04
H -2.33152 -0.10102 5.01407 0.00 -0.01 -0.01
H -1.31537 -2.58692 2.51804 0.04 -0.04 0.02
H -1.61911 -4.46299 4.07177 0.01 0.03 0.00
H -0.84910 -4.26915 6.41699 -0.01 0.02 -0.01
H 0.20755 -2.17245 7.19351 0.02 0.00 -0.03
H 0.50843 -0.29315 5.65262 -0.02 -0.07 0.01
H 3.77063 -0.24634 4.42364 -0.02 0.00 -0.04
H 5.02445 -1.68649 2.48068 -0.04 0.01 -0.01
H 4.20848 -2.45552 -0.03570 0.04 -0.06 0.00
H 3.98902 -0.91514 -0.87497 0.00 0.02 -0.04
H 2.14119 -4.99292 -1.22069 0.02 0.00 0.04
H 2.33167 -6.95657 0.25535 -0.01 0.04 0.01
H 2.09989 -6.70414 2.70372 -0.01 0.02 -0.02
H 1.65462 -4.46377 3.67647 0.00 -0.01 -0.02
H 1.46833 -2.50401 2.20444 -0.02 0.00 0.04
H -0.22662 -2.68281 -2.44426 0.03 0.03 -0.04
H -0.27896 -3.40859 -4.80185 0.05 0.00 0.02
H 1.84594 -3.79872 -6.01700 0.00 0.00 0.05
H 4.00767 -3.48994 -4.85553 -0.02 0.01 0.01
H 4.06691 -2.78924 -2.50616 -0.03 0.01 -0.04
Br -4.89347 0.77293 -0.05354 0.00 -0.03 -0.06
C -4.66103 -0.82272 -1.03991 0.12 0.02 0.10
C -5.72491 -1.30505 -1.78239 -0.08 -0.02 -0.15
C -5.59453 -2.48821 -2.49351 -0.01 0.10 -0.03
C -4.40555 -3.19719 -2.46575 0.03 -0.04 -0.09
C -3.33359 -2.72000 -1.72931 0.05 -0.05 0.02
C -3.47090 -1.53865 -1.02218 0.28 0.26 -0.01
I -1.86879 -0.94059 0.22568 -0.61 -0.26 0.08
H -6.64699 -0.74214 -1.82382 0.03 0.01 0.01
H -6.42604 -2.83833 -3.08903 0.00 -0.01 0.01
H -4.29906 -4.11584 -3.02817 -0.02 0.02 0.02
H -2.40289 -3.27192 -1.69293 -0.03 0.01 -0.01
Te 2.27263 3.25843 0.63868 -0.19 0.50 0.15
C 1.76197 4.62532 2.18819 0.05 -0.21 -0.01
C 0.60015 4.55587 2.94250 -0.06 0.04 0.04
C 0.35793 5.49413 3.93778 0.03 0.00 0.00
C 1.27991 6.50157 4.18843 -0.01 -0.01 -0.02
C 2.44758 6.56554 3.43996 0.03 0.00 0.01
C 2.68970 5.63096 2.44258 0.02 -0.04 -0.07
H -0.13033 3.78003 2.75888 0.03 0.06 -0.02
H -0.55461 5.42952 4.51852 0.01 0.02 -0.02
H 1.08968 7.23746 4.95977 0.00 -0.03 -0.02
H 3.17177 7.34977 3.62484 -0.03 -0.03 0.00
H 3.60173 5.69301 1.85516 -0.05 0.05 0.04
F 2.17722 0.56012 -6.50951 0.12 0.02 -0.10
C 1.10082 0.45671 -5.72631 0.02 0.05 0.07
C -0.13698 0.48384 -6.31675 -0.17 -0.02 0.09
F -0.16295 0.59276 -7.64338 -0.01 0.02 -0.24
C -1.35859 0.42946 -5.60514 -0.08 0.06 -0.09
C -1.16034 0.27347 -4.21887 0.15 0.02 -0.09
C 0.09344 0.22653 -3.65642 -0.03 0.00 -0.06
F 0.11612 0.05270 -2.26398 -0.11 -0.03 0.05
C 1.28758 0.33722 -4.35274 -0.01 -0.06 0.11
C 2.61135 0.34919 -3.70860 0.12 -0.07 -0.25
C 2.63444 0.71921 -2.42353 0.08 0.21 -0.06
N 2.48880 1.04455 -1.29360 0.06 -0.13 0.09
C 3.82699 -0.06723 -4.32073 0.00 -0.10 0.06
N 4.83465 -0.41430 -4.76140 -0.13 0.04 0.05
F -2.21086 0.17105 -3.38631 -0.14 -0.06 0.12
C -2.63406 0.53910 -6.23093 -0.03 0.03 -0.11
C -3.85789 0.47915 -5.51986 0.01 -0.16 0.12
N -4.88675 0.40991 -4.99536 0.06 0.02 0.09
C -2.80810 0.76278 -7.62709 0.03 -0.01 0.03
N -3.03133 0.94909 -8.74536 0.05 -0.03 0.13
C 0.40121 3.46560 -2.19999 0.11 -0.06 0.17
C -0.34794 3.32646 -0.87258 -0.51 0.41 0.11
C -1.68612 2.63186 -1.14756 0.06 0.02 0.11
C -0.65440 4.73701 -0.35652 0.05 -0.19 0.21
N 0.39361 2.51961 0.17096 0.19 0.29 -1.04
H -0.17405 4.10793 -2.86705 -0.02 0.00 0.00
H 0.53192 2.51089 -2.70307 0.01 -0.06 -0.03
H 1.38301 3.91815 -2.06094 0.03 0.03 -0.01
H -2.26475 2.49027 -0.23309 0.03 -0.02 -0.03
H -1.55882 1.66692 -1.63819 -0.02 -0.03 0.03
H -2.28152 3.24912 -1.82295 0.02 -0.04 -0.01
H -1.23901 5.28145 -1.09964 0.03 -0.01 0.03
H 0.26338 5.29567 -0.16520 -0.01 0.04 0.00
H -1.22938 4.69300 0.57263 0.03 0.03 -0.02
```
Forces are in eV/Å.

- LUMO level: -1.10 eV
- Maximum force: 0.021 hartree/bohr
- Frontier orbital gap: 5.111 eV
- E_HOMO: -6.21 eV
- ΔE to the lowest compared entry with this formula, charge and spin: 0.0 kcal per mole

Results of the Mulliken charge analysis, in e, for atoms 1 through 8: -0.57 -0.25 2.07 0.75 0.53 -0.81 -0.97 -0.76

---

# 2
The following is a DFT calculation (ωB97M-V/def2-TZVPD) of a molecular structure, C27H19BCl2MgN2O7S.

XYZ file:
```
60
Properties=species:S:1:pos:R:3:forces:R:3
Mg 0.94244 -0.11881 0.96929 -0.12 -0.20 0.54
O 0.99587 0.29086 5.06458 0.06 0.02 0.42
C 1.00190 0.43836 3.84139 0.09 0.15 -0.13
O 0.31506 -0.15620 2.97667 -0.10 -0.15 -0.37
C 1.96040 1.50107 3.27837 0.03 -0.04 0.14
C 2.75499 2.28018 4.11090 -0.07 -0.06 0.07
C 3.59775 3.21485 3.54089 0.04 0.04 0.10
C 3.61691 3.34852 2.16129 0.04 0.06 -0.13
C 2.78689 2.53310 1.40958 0.12 0.12 -0.03
N 1.98747 1.63237 1.95849 -0.11 -0.11 -0.09
H 2.67949 2.11881 5.17724 0.01 0.00 -0.01
H 4.23514 3.83423 4.16334 -0.01 0.00 -0.01
H 4.26079 4.06816 1.66955 -0.02 -0.02 0.02
H 2.74930 2.60070 0.33125 0.00 0.01 -0.11
Cl -6.19619 4.07307 1.67527 0.06 -0.06 -0.02
C -4.85303 2.98292 1.33490 -0.01 0.03 0.00
C -5.09634 1.60879 1.20749 -0.11 0.03 0.04
C -4.06260 0.76069 0.95006 0.04 -0.11 -0.02
Cl -4.39964 -0.94542 0.80234 0.03 0.03 -0.02
C -2.67310 1.17951 0.78749 -0.17 0.12 0.08
O -1.75838 0.38466 0.56006 0.33 -0.52 -0.12
C -2.50265 2.60339 0.91394 -0.05 0.56 -0.01
C -1.21548 3.27323 0.73774 -0.03 -0.23 0.21
O -0.13621 2.78837 0.48337 -0.07 0.09 -0.08
C -3.57912 3.45801 1.18712 0.02 0.01 -0.02
H -6.09951 1.21802 1.31513 -0.01 0.00 0.01
H -1.29162 4.37698 0.89178 -0.02 0.04 -0.07
H -3.38377 4.52128 1.27358 -0.01 0.03 0.01
C 3.95944 -0.88182 1.12698 0.18 0.12 -0.09
O 2.63770 -1.10524 1.31270 -0.33 -0.24 0.16
H 4.19164 -0.25447 0.23747 0.01 0.01 -0.04
H 4.54301 -1.81848 0.97794 0.00 0.04 0.02
H 4.44863 -0.36121 1.98142 0.03 0.01 0.02
O 0.76405 -1.19643 -2.16947 -0.01 0.13 0.40
B 0.82253 -0.01864 -1.31779 0.11 0.21 -0.58
O 0.74756 1.09485 -2.26106 0.02 -0.18 0.43
C 0.62464 0.59256 -3.50026 0.01 0.08 -0.15
C 0.51089 1.26078 -4.69837 -0.01 -0.07 -0.11
C 0.39163 0.48689 -5.85799 0.00 -0.01 0.00
C 0.38856 -0.90061 -5.79858 0.01 0.00 0.02
C 0.50878 -1.57056 -4.57604 -0.01 0.10 -0.12
C 0.62973 -0.79794 -3.44382 -0.03 -0.15 -0.19
H 0.51138 2.34084 -4.73114 -0.01 0.07 0.00
H 0.29645 0.97929 -6.81775 0.00 0.02 -0.04
H 0.29273 -1.47487 -6.71124 -0.01 -0.01 -0.05
H 0.50603 -2.64893 -4.50936 0.00 -0.07 0.00
S 0.74625 -4.79455 1.37920 0.00 -0.15 0.01
C 0.74408 -3.09813 1.74447 0.12 0.15 0.17
N -0.03660 -2.36337 1.04660 0.04 -0.08 -0.23
C -0.72805 -3.13449 0.12253 -0.15 0.41 0.09
C -1.66781 -2.62308 -0.77058 0.00 -0.15 -0.06
C -2.27563 -3.49773 -1.64352 -0.01 -0.08 -0.04
C -1.96428 -4.86670 -1.63360 -0.03 0.09 0.00
C -1.04779 -5.38036 -0.73864 0.02 0.00 0.03
C -0.43345 -4.49586 0.14774 -0.04 -0.24 -0.15
H 1.41262 -2.68442 2.47820 0.15 0.07 0.15
H -1.89322 -1.56816 -0.73715 0.01 0.13 0.02
H -3.00329 -3.12008 -2.35006 -0.03 -0.01 -0.02
H -2.45285 -5.53162 -2.33404 -0.03 -0.03 -0.04
H -0.81217 -6.43714 -0.72793 0.00 -0.01 0.01
```
Forces are in eV/Å.

- LUMO level: 4.22 eV
- Maximum force: 0.012 hartree/bohr
- Frontier orbital gap: 6.121 eV
- Charge: -2
- E_HOMO: -1.90 eV
- ΔE to the lowest compared entry with this formula, charge and spin: 91.7 kcal per mole

Results of the Mulliken charge analysis, in e, for atoms 1 through 8: 2.18 -0.85 0.11 -0.73 0.23 -0.61 -0.28 -0.80

---

# 3
The following is a DFT calculation (ωB97M-V/def2-TZVPD) of a single C4H4F2O2 molecule in a non-equilibrium geometry.

XYZ file:
```
12
Properties=species:S:1:pos:R:3:forces:R:3
O 1.25933 1.64875 -1.37581 0.09 0.16 -0.18
C 0.79611 1.06389 -0.44865 0.06 0.09 0.27
C 1.34720 1.99447 1.07868 -2.02 -1.93 -2.52
F 0.93231 1.47870 2.23269 0.18 -0.24 0.34
F 0.71375 3.16166 0.89503 0.18 0.24 0.09
C -0.08503 -0.29293 -0.91218 1.43 2.20 2.13
C -0.76351 -1.12678 0.07987 -0.78 0.21 0.08
O 0.50723 -1.44525 -0.40553 0.96 -0.84 -0.08
H 2.42395 2.11656 1.00663 0.07 -0.11 0.04
H -0.28440 -0.25477 -1.96938 -0.13 0.13 -0.19
H -0.81432 -0.78919 1.10832 0.04 0.03 0.05
H -1.54931 -1.80231 -0.23636 -0.09 0.06 -0.04
```
Forces are in eV/Å.

- LUMO level: 0.81 eV
- Maximum force: 0.073 hartree/bohr
- Frontier orbital gap: 10.275 eV
- E_HOMO: -9.47 eV
- ΔE to the lowest compared entry with this formula, charge and spin: 71.6 kcal per mole
- SMILES: O=C(C(F)F)[C@@H]1CO1

Results of the Mulliken charge analysis, in e, for atoms 1 through 8: -0.43 0.08 0.40 -0.23 -0.23 0.08 -0.31 -0.38

---

# 4
The following is a DFT calculation (ωB97M-V/def2-TZVPD) of 2 unconnected molecules or ions with the total composition C2H5N3S in a non-equilibrium geometry.

XYZ file:
```
11
Properties=species:S:1:pos:R:3:forces:R:3
H 1.95218 -0.25905 1.05696 -0.89 -0.78 -1.27
N 1.07588 0.11044 0.52696 0.67 0.00 1.54
N 0.24283 -0.61530 0.01579 -0.42 2.16 -1.87
C 0.19305 -1.98518 -0.36078 0.22 -0.02 0.85
H 0.33009 -2.14774 -1.42666 -0.35 0.63 -0.20
H 0.95658 -2.55603 0.09269 0.84 -1.17 0.99
H -0.81949 -2.21357 -0.05316 -0.05 -0.92 -0.15
N -1.61256 2.03573 -0.39235 1.53 1.28 1.94
C -0.79703 2.57525 0.34937 -2.13 -0.85 -0.91
S -0.06612 3.32083 1.50962 0.36 0.11 -0.01
H -1.45541 1.73460 -1.31844 0.21 -0.43 -0.92
```
Forces are in eV/Å.

- LUMO level: 0.84 eV
- Maximum force: 0.056 hartree/bohr
- Frontier orbital gap: 9.215 eV
- E_HOMO: -8.37 eV
- ΔE to the lowest compared entry with this formula, charge and spin: 80.5 kcal per mole
- SMILES: [H]/N=N\C.N=C=S

Results of the Mulliken charge analysis, in e, for atoms 1 through 8: 0.20 -0.29 -0.04 -0.69 0.24 0.34 0.25 -0.41